{"formula": "C26H48BF5O10", "method": "ωB97M-V/def2-TZVPD", "e_tot_ev": -62479.791, "homo_lumo_gap_ha": 0.3702, "elements": ["C", "C", "O", "C", "O", "C", "C", "C", "B", "C", "C", "F", "C", "F", "F", "C", "F", "F", "H", "H", "H", "H", "H", "H", "H", "H", "H", "H", "H", "H", "H", "H", "H", "H", "C", "C", "O", "C", "C", "O", "H", "H", "H", "H", "H", "H", "H", "H", "C", "C", "O", "C", "C", "O", "H", "H", "H", "H", "H", "H", "H", "H", "C", "C", "O", "C", "C", "O", "H", "H", "H", "H", "H", "H", "H", "H", "C", "C", "O", "C", "C", "O", "H", "H", "H", "H", "H", "H", "H", "H"], "positions_angstrom": [[2.535769, 0.565779, 0.602809], [1.903654, -0.370189, -0.431971], [0.478780, -0.417375, -0.240867], [-0.273319, 0.030632, -1.256478], [0.114044, 0.820403, -2.090140], [-1.671183, -0.538289, -1.263399], [-2.718851, 0.574100, -1.227801], [-4.156126, 0.074345, -1.553337], [-5.056827, -0.127194, -0.300430], [-4.736766, -1.236851, 0.806178], [-4.367820, -2.577063, 0.210837], [-3.699045, -0.715805, 1.593944], [-6.408455, 0.726421, -0.026237], [-7.493816, -0.079421, -0.306864], [-6.476391, 1.052765, 1.309390], [-6.607291, 2.024630, -0.798385], [-5.503715, 2.810928, -0.664901], [-6.806353, 1.735143, -2.123771], [1.766983, 1.275419, 0.886974], [3.403802, 1.075879, 0.202197], [2.780841, -0.003223, 1.494608], [2.158948, -0.086292, -1.445660], [2.280450, -1.379931, -0.283313], [-1.776005, -1.151147, -0.375045], [-1.779281, -1.128003, -2.170517], [-2.646528, 1.077244, -0.266280], [-2.449175, 1.295833, -1.995852], [-4.064063, -0.906798, -2.025884], [-4.590795, 0.751167, -2.280105], [-5.591640, -1.385650, 1.465651], [-4.288269, -3.334136, 0.986937], [-5.150147, -2.884221, -0.483834], [-3.423466, -2.557132, -0.320918], [-7.486799, 2.560602, -0.433688], [-0.203929, 3.774833, -3.458964], [-0.058066, 4.018441, -1.973487], [0.345930, 5.368015, -1.685353], [-0.509282, 6.391511, -1.578154], [-1.938595, 6.228656, -2.033994], [-0.089239, 7.436116, -1.151142], [-0.984992, 4.397655, -3.898359], [-0.450432, 2.729514, -3.638715], [0.729372, 4.008444, -3.971999], [-0.961821, 3.764747, -1.418670], [0.736207, 3.396877, -1.570415], [-2.019825, 6.596419, -3.055983], [-2.570515, 6.836751, -1.391758], [-2.304622, 5.205955, -1.993133], [3.110745, 6.316072, 0.533546], [1.764311, 6.141332, 1.199290], [1.414605, 4.756975, 1.335732], [1.798397, 3.965702, 2.341976], [2.854074, 4.445007, 3.307313], [1.327923, 2.860192, 2.397754], [3.919183, 5.893075, 1.133234], [3.317204, 7.374063, 0.373585], [3.114152, 5.810021, -0.431631], [1.704479, 6.658887, 2.159485], [0.989265, 6.551043, 0.561462], [3.823409, 4.082607, 2.967440], [2.642025, 4.016649, 4.283694], [2.896077, 5.526354, 3.416284], [1.148152, -5.118236, 3.784229], [1.302411, -4.733068, 2.327600], [0.076058, -4.280708, 1.755383], [-0.333756, -2.998221, 1.840633], [0.386945, -2.037614, 2.754458], [-1.297469, -2.660674, 1.215362], [0.854811, -4.265119, 4.395593], [2.086040, -5.514376, 4.174473], [0.374819, -5.878843, 3.891105], [2.092739, -3.997418, 2.171234], [1.576946, -5.613913, 1.747205], [-0.140734, -2.004377, 3.707031], [0.348620, -1.051600, 2.297599], [1.431176, -2.283210, 2.933452], [5.117605, -7.670397, -1.855123], [4.956274, -6.998506, -0.507678], [4.945034, -5.573129, -0.615752], [3.835331, -4.864574, -0.894954], [2.590771, -5.584535, -1.360904], [3.875337, -3.668468, -0.821015], [4.281376, -7.449879, -2.518355], [5.183316, -8.751827, -1.734243], [6.025860, -7.317657, -2.342908], [4.072354, -7.350589, 0.026550], [5.814834, -7.222109, 0.122805], [2.567162, -5.583191, -2.449596], [1.722971, -5.042854, -0.990487], [2.507834, -6.609389, -1.006577]], "forces_ev_per_a": [[-0.8, -0.5, -0.3], [0.9, 0.2, 0.5], [-0.1, -0.5, -0.6], [-0.2, 0.4, -0.3], [0.1, -0.3, 0.2], [0.0, 0.4, 0.9], [0.2, -0.1, -0.5], [0.0, 0.1, 0.3], [0.1, 0.0, 0.1], [-0.5, -0.1, -0.5], [0.1, -0.1, 0.2], [0.2, 0.0, 0.1], [0.4, -0.1, 0.0], [0.2, 0.1, 0.1], [-0.1, 0.0, -0.2], [-0.5, -0.1, -0.2], [-0.2, -0.3, -0.2], [0.3, 0.2, 0.5], [0.2, 0.4, 0.0], [0.2, 0.0, 0.1], [0.3, 0.1, 0.1], [-0.3, 0.2, -0.1], [-0.2, -0.2, -0.1], [0.0, -0.4, -0.1], [0.0, -0.1, -0.1], [-0.1, 0.1, 0.1], [0.0, 0.2, 0.0], [0.0, -0.1, -0.1], [-0.1, 0.0, -0.1], [0.0, 0.1, 0.2], [0.0, -0.1, 0.1], [-0.1, 0.0, -0.1], [0.1, 0.1, -0.1], [0.1, 0.1, 0.0], [-0.1, 0.1, -0.1], [-0.1, -0.2, -0.1], [0.2, -0.1, 0.1], [0.0, -0.1, -0.1], [-0.1, -0.2, 0.3], [-0.1, 0.2, 0.0], [0.0, 0.0, 0.0], [0.0, 0.0, 0.0], [0.0, 0.0, 0.0], [0.0, 0.0, 0.0], [0.0, 0.0, 0.1], [0.0, 0.0, 0.0], [0.1, 0.1, -0.1], [0.1, 0.0, -0.1], [0.1, -0.2, 0.1], [0.1, 0.2, 0.0], [-0.3, 0.0, -0.1], [0.2, 0.0, -0.2], [-0.2, 0.2, 0.2], [0.0, -0.1, 0.3], [0.0, 0.1, 0.0], [0.0, 0.0, 0.0], [-0.1, 0.1, 0.0], [0.0, -0.1, 0.1], [0.0, 0.0, 0.0], [0.0, 0.0, 0.0], [0.0, -0.1, 0.0], [0.1, 0.0, -0.1], [-0.1, 0.1, 0.0], [0.2, -0.1, 0.1], [0.0, -0.2, -0.2], [0.1, 0.3, 0.2], [0.3, 0.1, -0.2], [-0.2, -0.2, -0.1], [0.1, 0.0, 0.0], [0.0, 0.0, 0.0], [0.0, 0.0, 0.0], [0.0, 0.0, 0.0], [-0.1, 0.0, -0.1], [0.0, 0.0, 0.0], [-0.2, 0.0, 0.0], [-0.1, 0.0, 0.1], [0.0, 0.1, -0.1], [0.0, -0.2, -0.1], [0.2, 0.1, 0.2], [-0.2, -0.1, -0.3], [-0.2, -0.2, 0.4], [0.1, 0.1, 0.1], [0.0, 0.0, 0.0], [0.0, 0.0, 0.0], [0.0, 0.0, 0.0], [0.0, 0.0, 0.0], [0.0, 0.1, 0.0], [0.0, 0.0, 0.0], [0.0, 0.1, -0.1], [0.1, 0.0, -0.1]]}